Below is a 19-piece molecular cluster, C34H27Cl55O3 overall in a non-equilibrium geometry, with properties calculated with the ωB97M-V functional and the def2-TZVPD basis.

Values from the calculation:
Relative energy (zero: lowest compared OMol25 entry of this formula, charge and spin): 0.0 kcal per mole
E_LUMO: -0.66 eV
Highest occupied orbital energy: -9.52 eV
E_tot: -730570.283 eV

Structure (ORCA input):
```
! wB97M-V def2-TZVPD RIJCOSX def2/J DEFGRID3
* xyz 0 1
O 1.645 -1.892 -0.618
C 0.606 -2.178 -1.090
Cl 0.464 -2.352 -2.872
C -0.655 -2.467 -0.298
C -1.786 -1.469 -0.499
C -1.764 -0.415 -1.405
C -2.831 0.478 -1.501
C -3.946 0.292 -0.708
C -4.010 -0.785 0.188
C -2.929 -1.635 0.295
C -5.266 -0.955 0.989
O -5.269 -1.284 2.148
C -6.516 -0.637 0.208
C -7.673 -1.392 0.281
C -8.753 -1.043 -0.530
C -8.690 0.051 -1.381
C -7.523 0.818 -1.457
C -6.448 0.455 -0.666
C -5.146 1.199 -0.742
O -5.062 2.402 -0.793
H -0.992 -3.482 -0.522
H -0.366 -2.420 0.756
H -0.905 -0.277 -2.049
H -2.839 1.309 -2.185
H -2.987 -2.465 0.995
H -7.737 -2.264 0.923
H -9.632 -1.657 -0.513
H -9.549 0.307 -1.993
H -7.456 1.655 -2.142
C -12.090 -0.858 2.287
Cl -13.319 -2.032 1.824
Cl -10.792 -0.817 1.076
Cl -12.816 0.738 2.510
H -11.662 -1.173 3.231
C -11.522 -5.632 2.593
Cl -10.262 -5.175 1.443
Cl -11.802 -4.352 3.773
Cl -13.019 -6.037 1.748
H -11.183 -6.515 3.129
C -0.145 3.964 -1.558
Cl -0.848 5.510 -1.083
Cl 1.375 3.677 -0.705
Cl -1.286 2.645 -1.269
H 0.065 3.999 -2.621
C 5.801 -1.286 -1.020
Cl 5.284 -1.827 -2.617
Cl 6.753 -2.536 -0.219
Cl 6.723 0.216 -1.139
H 4.918 -1.099 -0.424
C -0.542 8.174 -4.495
Cl 0.043 6.547 -4.147
Cl -1.367 8.220 -6.054
Cl -1.608 8.740 -3.209
H 0.312 8.836 -4.544
C -3.933 5.061 1.674
Cl -2.895 3.642 1.621
Cl -5.424 4.713 2.556
Cl -3.087 6.423 2.410
H -4.192 5.330 0.658
C 9.386 -2.072 -3.549
Cl 8.869 -2.614 -5.149
Cl 10.343 -3.322 -2.745
Cl 10.308 -0.575 -3.667
H 8.501 -1.883 -2.953
C -1.134 0.841 3.756
Cl -1.601 0.361 2.117
Cl -0.232 -0.449 4.552
Cl -0.192 2.333 3.721
H -2.036 1.023 4.325
C -2.030 9.181 5.029
Cl -1.553 9.335 3.335
Cl -3.780 9.316 5.198
Cl -1.453 7.657 5.703
H -1.573 9.991 5.582
C 14.368 -0.323 -4.078
Cl 13.697 1.270 -3.709
Cl 15.926 -0.543 -3.276
Cl 13.243 -1.593 -3.610
H 14.525 -0.385 -5.147
C 13.426 -4.375 0.034
Cl 15.119 -4.438 -0.461
Cl 12.961 -2.729 0.465
Cl 12.377 -5.003 -1.239
H 13.307 -5.002 0.908
C 19.409 -2.313 -2.352
Cl 20.477 -3.718 -2.390
Cl 17.946 -2.665 -1.432
Cl 20.244 -0.913 -1.679
H 19.121 -2.079 -3.369
C -8.070 2.373 2.893
Cl -9.815 2.363 2.667
Cl -7.666 2.621 4.598
Cl -7.348 0.882 2.281
H -7.660 3.198 2.326
C -3.550 2.990 -5.445
Cl -2.686 3.499 -3.992
Cl -3.636 1.228 -5.526
Cl -5.165 3.696 -5.489
H -3.002 3.344 -6.309
C -10.523 -6.957 6.800
Cl -10.959 -7.491 5.169
Cl -9.557 -8.185 7.615
Cl -9.664 -5.420 6.746
H -11.438 -6.816 7.361
C 21.257 2.360 0.769
Cl 19.793 2.606 -0.185
Cl 21.309 0.722 1.421
Cl 22.695 2.692 -0.200
H 21.241 3.055 1.598
C 3.554 -0.562 2.242
Cl 4.160 -0.206 3.860
Cl 3.943 -2.227 1.787
Cl 1.820 -0.280 2.145
H 4.043 0.107 1.544
C -8.892 -5.775 -2.282
Cl -7.317 -6.194 -1.606
Cl -10.085 -7.017 -1.900
Cl -9.420 -4.196 -1.693
H -8.795 -5.719 -3.358
*
```